1.
C46H84BHgO50 | wB97M-V/def2-TZVPD

```
182
Properties=species:S:1:pos:R:3:forces:R:3
Hg -3.947 -3.229 -1.461 1.4 1.5 0.5
O -2.072 -3.206 0.618 1.5 3.3 -1.5
C -1.319 -2.234 0.357 -1.8 -0.9 0.6
O -1.597 -1.098 -0.321 -0.4 -2.1 0.5
B -0.390 -0.267 -0.467 1.4 -0.2 0.7
O 0.690 -1.132 0.207 -0.4 0.6 -0.1
C 0.160 -2.205 0.761 0.1 -0.4 -1.4
O 0.703 -3.150 1.253 0.2 0.4 0.5
O -0.529 1.007 0.278 0.2 0.2 -1.7
C -0.370 2.008 -0.611 -1.0 4.5 1.8
O -0.529 3.231 -0.321 0.7 -4.9 -1.4
C -0.035 1.388 -1.997 0.8 1.9 -2.5
O 0.000 0.091 -1.866 -0.8 -1.7 1.7
O 0.193 1.946 -3.062 -0.7 -0.5 2.4
C 1.151 -3.809 -3.914 0.6 0.4 0.4
O -0.242 -3.909 -3.611 -2.6 0.3 2.6
C -0.741 -4.255 -2.413 -0.2 -2.4 0.6
O -1.975 -4.254 -2.091 2.3 0.2 -1.0
O 0.155 -4.903 -1.588 -0.5 2.1 -2.5
C -0.286 -5.768 -0.553 -0.6 -0.7 -0.1
H 1.480 -4.804 -4.216 0.4 0.3 0.1
H 1.701 -3.373 -3.080 0.0 -0.6 0.2
H 1.234 -3.042 -4.684 -0.2 -0.5 -0.3
H -1.099 -6.388 -0.930 -0.5 0.4 0.2
H -0.535 -5.181 0.331 0.0 -0.4 0.0
H 0.493 -6.520 -0.428 0.4 0.6 0.3
C 2.441 -6.263 7.881 0.8 0.6 0.0
O 2.201 -5.276 6.870 -0.2 0.8 -2.2
C 3.181 -4.654 6.174 3.8 0.0 -0.1
O 4.426 -4.761 6.337 -4.2 -0.1 -0.2
O 2.659 -3.839 5.210 -3.4 -2.2 4.0
C 3.400 -3.344 4.201 2.3 -0.3 -1.9
H 1.526 -6.829 8.051 -0.3 0.7 0.1
H 2.771 -5.617 8.695 0.0 -1.0 0.6
H 3.153 -7.040 7.602 0.5 0.5 -0.2
H 2.761 -3.026 3.377 -0.3 0.7 0.5
H 3.894 -4.203 3.747 0.9 0.2 -0.1
H 4.114 -2.613 4.580 0.0 0.1 -0.6
C -6.838 5.025 -0.847 -1.9 -0.1 -0.1
O -5.536 4.787 -1.278 1.9 2.2 1.6
C -5.137 3.841 -2.053 0.3 -1.5 -1.8
O -5.881 3.025 -2.563 0.6 -0.1 0.4
O -3.788 3.806 -2.304 -1.5 0.3 -0.1
C -2.952 4.981 -2.093 0.4 -0.7 0.1
H -7.420 5.509 -1.631 -0.1 -0.5 -0.3
H -6.930 5.744 -0.033 1.1 0.0 0.1
H -7.322 4.120 -0.482 0.0 -0.1 -0.4
H -2.584 4.912 -1.069 -0.5 0.7 0.1
H -3.414 5.905 -2.441 -0.1 -0.1 0.6
H -2.044 4.838 -2.678 -0.3 -0.3 -0.3
C -3.901 -4.981 2.789 -0.4 -1.4 0.2
O -4.571 -3.753 2.962 0.3 0.9 -0.7
C -4.962 -3.055 1.927 -0.8 1.8 0.8
O -4.839 -3.255 0.716 -0.2 -0.5 0.9
O -5.584 -1.939 2.362 -0.6 -0.8 -1.7
C -5.888 -1.689 3.734 1.4 1.0 1.2
H -3.412 -5.092 1.821 -0.1 0.2 0.1
H -4.723 -5.681 2.933 0.5 -0.7 -0.3
H -3.201 -5.117 3.613 0.0 0.3 -0.1
H -6.478 -2.398 4.316 0.1 -0.5 -0.7
H -6.346 -0.706 3.845 -0.4 -0.1 -0.8
H -4.924 -1.522 4.215 0.0 -0.4 0.4
C 3.467 0.695 -4.122 -0.2 1.2 1.7
O 3.148 -0.051 -5.249 -0.3 -1.6 0.0
C 3.078 0.604 -6.375 0.3 3.7 -1.4
O 3.243 1.851 -6.516 -0.5 -4.2 0.1
O 2.791 -0.303 -7.322 -0.2 -0.4 -0.2
C 2.657 0.130 -8.692 -0.3 1.2 0.8
H 3.424 0.128 -3.192 0.6 -1.0 -0.5
H 2.646 1.372 -3.884 0.4 0.9 -0.6
H 4.446 1.152 -4.266 -0.4 0.3 0.3
H 3.662 0.246 -9.098 -0.3 0.1 -0.3
H 2.095 1.061 -8.620 0.5 0.4 -0.4
H 2.008 -0.506 -9.293 0.4 -0.7 0.5
C -3.848 1.433 -0.094 2.4 1.3 0.0
O -5.143 0.951 -0.216 -0.8 0.6 -0.3
C -5.435 -0.110 -0.875 -1.5 -2.9 1.8
O -4.587 -0.960 -1.277 -2.0 1.5 0.3
O -6.785 -0.386 -0.734 1.6 -0.6 -1.3
C -7.823 0.639 -0.586 0.8 0.4 0.5
H -3.895 2.485 0.190 -0.3 -0.1 0.0
H -3.277 1.410 -1.022 -0.3 -0.3 -0.2
H -3.236 0.965 0.678 -0.5 -0.5 0.0
H -8.384 0.550 0.344 0.5 -0.7 0.3
H -8.574 0.513 -1.367 0.6 0.2 -0.3
H -7.303 1.594 -0.513 -0.5 0.1 -0.7
C 3.606 -3.717 -1.176 1.9 2.0 0.7
O 3.504 -4.984 -1.733 -1.3 -2.8 0.9
C 3.167 -6.045 -0.934 -0.1 -3.7 -1.3
O 2.905 -7.209 -1.382 0.7 4.7 1.4
O 3.243 -5.769 0.369 0.2 1.6 -0.4
C 2.881 -6.740 1.332 -0.6 -1.3 -0.7
H 4.158 -3.140 -1.919 -0.6 0.3 -0.2
H 4.309 -3.623 -0.349 0.1 -0.7 0.3
H 2.721 -3.211 -0.790 -0.6 -0.5 -0.5
H 3.368 -7.671 1.040 0.0 -0.1 0.4
H 1.807 -6.905 1.252 0.0 -0.1 0.2
H 3.113 -6.438 2.354 0.3 0.4 -0.4
C 0.185 6.624 -1.982 -0.3 0.4 0.3
O 0.083 7.743 -1.045 -1.0 -1.0 0.3
C -1.196 8.185 -0.626 0.8 -1.3 -4.7
O -2.269 7.905 -1.160 1.8 -0.1 1.6
O -0.914 9.147 0.164 0.1 1.6 1.8
C -1.949 10.054 0.532 -0.5 0.2 0.9
H 1.187 6.219 -2.127 0.5 0.7 0.9
H -0.027 6.988 -2.987 -0.9 -0.3 0.1
H -0.370 5.772 -1.590 -0.4 0.2 -0.5
H -2.824 9.493 0.861 -0.1 0.1 -0.3
H -2.193 10.786 -0.238 0.0 -0.4 -0.3
H -1.587 10.625 1.387 0.2 -0.2 -0.1
C -1.812 1.186 3.273 0.5 -1.0 -0.6
O -2.605 2.262 2.723 -0.7 -2.7 0.8
C -2.030 3.410 2.580 1.5 1.4 -0.2
O -0.981 3.791 2.978 2.4 -0.5 1.6
O -2.753 4.192 1.863 -2.8 1.8 -1.8
C -2.354 5.586 1.746 -0.5 -0.4 0.4
H -2.358 0.246 3.201 -0.9 0.4 0.2
H -1.458 1.272 4.301 -0.3 0.7 -0.1
H -0.981 0.943 2.611 0.3 0.7 0.1
H -3.219 6.082 1.306 0.3 -0.2 -0.5
H -1.430 5.670 1.174 -0.2 0.0 0.0
H -2.246 6.049 2.727 0.3 -0.3 0.1
C -0.760 -0.496 -5.723 1.0 -0.2 -0.2
O -1.348 -1.485 -4.835 -0.3 -0.5 0.7
C -2.459 -1.252 -4.139 0.4 0.9 -1.9
O -2.979 -2.067 -3.397 0.0 0.3 0.0
O -2.917 -0.067 -4.519 -0.9 -0.1 0.3
C -4.195 0.388 -4.058 0.5 1.4 1.5
H -0.661 0.497 -5.284 -0.1 -0.3 0.2
H -1.181 -0.426 -6.725 -0.9 -0.2 0.4
H 0.221 -0.928 -5.919 0.2 0.2 0.3
H -4.069 0.723 -3.028 -0.1 -1.0 0.5
H -5.014 -0.321 -4.176 0.2 0.2 -0.2
H -4.342 1.415 -4.392 -0.3 -0.5 -1.4
C 2.760 4.010 -0.063 0.0 0.5 0.4
O 3.156 3.582 -1.367 -0.9 -0.5 0.2
C 4.225 4.060 -1.931 4.8 0.7 -0.5
O 5.080 4.839 -1.522 -1.9 0.0 0.6
O 4.493 3.385 -3.044 -2.1 -1.1 -1.8
C 5.634 3.579 -3.923 -0.1 0.8 1.8
H 3.552 4.465 0.533 0.2 0.1 -0.5
H 2.438 3.146 0.518 -0.2 -0.1 -0.4
H 1.943 4.715 -0.215 0.0 -0.1 0.3
H 5.465 3.151 -4.911 -0.4 -0.4 0.4
H 6.414 3.103 -3.329 0.6 0.1 -0.7
H 5.841 4.641 -4.060 0.0 0.0 0.2
C -0.826 -3.190 4.683 -0.7 -0.5 0.0
O -1.917 -2.369 5.101 -2.4 0.6 2.4
C -2.844 -2.831 6.058 -0.7 -1.4 -0.9
O -2.966 -4.019 6.424 0.5 4.4 -0.9
O -3.743 -1.733 6.332 2.6 -1.9 -0.2
C -4.738 -1.926 7.367 -0.5 -0.9 -1.1
H -0.291 -2.614 3.928 0.1 0.1 0.3
H -1.273 -4.048 4.183 0.5 -0.4 0.2
H -0.196 -3.453 5.534 0.0 -0.1 -0.2
H -4.372 -1.878 8.393 0.3 0.0 -0.3
H -5.219 -2.879 7.144 0.1 -0.3 0.5
H -5.527 -1.194 7.193 0.4 0.4 0.0
C 8.131 0.102 -2.186 -0.2 -0.4 0.8
O 6.868 0.534 -1.587 0.9 1.0 -0.9
C 5.915 -0.299 -1.257 0.9 -5.3 -1.6
O 5.958 -1.555 -1.353 0.3 3.0 0.4
O 4.863 0.341 -0.913 -2.3 1.7 0.5
C 3.704 -0.359 -0.438 0.1 -0.4 1.6
H 8.226 -0.980 -2.088 0.2 0.1 0.4
H 8.868 0.697 -1.646 0.1 -0.5 0.0
H 8.283 0.309 -3.245 -0.9 0.4 0.0
H 3.049 -0.906 -1.117 0.6 0.3 -0.8
H 3.091 0.358 0.109 0.2 0.3 -0.4
H 4.027 -1.074 0.318 0.1 -0.2 0.0
C 2.643 0.886 2.974 0.6 -1.2 1.0
O 3.995 1.216 2.585 2.3 -0.7 -0.1
C 5.130 0.311 2.707 -2.0 -1.4 0.1
O 5.105 -0.886 2.976 -1.0 2.3 -0.4
O 6.256 0.947 2.425 -2.2 1.5 -0.6
C 7.316 0.232 1.884 3.1 -0.8 0.7
H 2.162 0.174 2.303 0.3 -0.2 -0.1
H 1.954 1.726 3.060 0.8 0.7 -0.5
H 2.677 0.496 3.992 -0.1 -0.4 -0.1
H 8.130 0.354 2.599 0.0 -0.4 0.5
H 7.844 0.669 1.036 -1.2 0.5 -0.6
H 7.215 -0.841 1.721 -0.8 0.2 0.1
```
Forces are in eV/Å.

Charge: +1
Electronic energy (Eh): -5743.2071

Mulliken population analysis, charges in e, atoms 1 to 8: atom 1 (Hg): 2.04, atom 2 (O): -0.15, atom 3 (C): -0.06, atom 4 (O): 0.54, atom 5 (B): -0.20, atom 6 (O): -0.14, atom 7 (C): 0.62, atom 8 (O): -0.50

=====

2.
C46H84ClFI2N7O11P | wB97M-V/def2-TZVPD

```
153
Properties=species:S:1:pos:R:3:forces:R:3
C 4.976 -3.643 -0.391 0.0 0.0 -0.9
C 4.054 -3.833 -1.709 0.1 -1.7 2.3
O 3.528 -2.515 -2.043 -1.2 -0.8 -3.2
P 3.019 -2.471 -3.689 3.0 -1.0 -0.6
O 4.178 -2.901 -4.629 -3.2 1.0 2.3
C 2.522 -0.654 -4.002 -0.6 -0.2 1.0
C 0.961 -0.428 -3.711 -0.2 -1.2 0.1
C 0.705 -0.379 -2.100 -0.1 0.4 -0.9
C -0.635 0.435 -1.837 -2.1 2.0 0.4
C -0.648 1.925 -2.249 -2.6 -1.3 0.9
C -1.913 2.808 -2.042 0.1 -3.4 0.5
C -3.201 2.201 -1.450 1.9 -1.0 -0.2
C -4.465 3.194 -1.327 1.5 0.1 -0.4
C -5.210 3.258 -2.749 -0.5 0.9 0.0
C -6.806 3.085 -2.669 0.5 -0.9 -1.0
F -7.383 3.503 -1.421 0.9 -0.4 -1.7
C -3.242 0.690 -1.001 2.5 1.1 -1.2
C -4.599 0.079 -0.363 0.2 0.5 0.3
C -5.258 -1.074 -1.265 0.0 0.7 -0.3
C -4.386 -0.356 1.203 -0.8 0.3 -0.2
C -4.969 -1.808 1.550 1.1 0.2 1.3
C -1.935 -0.173 -1.189 0.7 2.6 -1.2
C -1.846 -1.705 -0.740 -1.4 1.3 1.2
I -1.651 -3.090 -2.456 -0.1 0.7 0.9
C -0.785 -1.993 0.427 0.2 0.5 0.1
C -0.717 -0.874 1.573 -0.1 -0.8 0.6
I -1.502 -3.835 1.436 0.5 0.4 -0.4
C -1.537 4.269 -2.541 -1.6 -0.4 0.3
O -2.261 5.225 -2.900 3.1 -3.5 1.5
N -0.045 4.213 -2.462 1.0 0.6 -0.4
C 0.423 4.509 -1.050 -0.8 2.0 0.5
Cl 1.984 3.647 -0.614 -1.2 0.4 -0.7
C 0.541 6.127 -0.849 0.1 -1.0 0.7
C 1.625 6.413 0.302 -0.6 0.9 -0.4
C 0.464 2.869 -2.885 -0.2 -1.4 -0.3
O 1.466 2.642 -3.586 -3.7 1.0 2.7
O 1.710 -3.553 -3.791 1.3 1.9 -0.3
C 1.322 -3.814 -5.167 -0.7 -1.2 -1.5
C 0.144 -4.912 -5.294 0.4 0.1 -0.1
H 4.469 -2.888 0.308 0.9 -1.0 -1.1
H 5.134 -4.622 0.181 -0.4 1.3 -1.0
H 6.006 -3.298 -0.741 -1.4 -0.1 0.7
H 4.615 -4.346 -2.559 -0.6 1.1 1.0
H 3.205 -4.547 -1.385 1.0 1.3 -0.7
H 3.114 -0.043 -3.223 -0.6 -0.9 -1.4
H 2.856 -0.421 -5.065 -0.5 -0.3 1.5
H 0.408 -1.371 -4.089 0.7 1.6 0.6
H 0.490 0.449 -4.262 1.0 -1.0 0.9
H 0.688 -1.465 -1.761 -0.2 1.6 -0.3
H 1.607 0.121 -1.580 -1.6 -0.5 -0.8
H -5.138 2.969 -0.438 0.8 0.1 -1.4
H -4.010 4.242 -1.148 -0.8 -1.7 -0.2
H -4.763 2.497 -3.488 -0.9 1.0 1.2
H -5.008 4.291 -3.216 -0.2 -1.6 0.8
H -7.036 1.967 -2.828 0.0 1.7 0.6
H -7.277 3.677 -3.540 0.5 -0.8 1.6
H -5.386 0.923 -0.311 1.5 -1.3 -0.4
H -5.154 -0.750 -2.358 -0.3 -0.5 1.4
H -4.780 -2.102 -1.166 -0.7 1.4 0.0
H -6.376 -1.117 -0.997 1.7 -0.2 -0.5
H -4.969 0.392 1.866 1.0 -1.0 -1.2
H -3.288 -0.214 1.468 -1.5 -0.5 -0.3
H -4.980 -1.891 2.704 0.0 0.1 -2.1
H -4.235 -2.632 1.209 -1.5 1.2 0.3
H -6.039 -1.983 1.201 1.6 0.3 0.2
H -2.883 -1.964 -0.302 1.8 0.4 -0.8
H 0.266 -2.254 0.078 -1.6 0.3 0.2
H -1.567 -1.112 2.317 1.2 0.8 -1.2
H 0.253 -1.009 2.171 -1.4 0.1 -1.0
H -0.727 0.202 1.202 -0.1 -1.6 0.3
H -0.354 4.175 -0.263 1.2 0.0 -1.3
H 0.737 6.661 -1.836 -0.1 -0.9 1.3
H -0.506 6.444 -0.472 1.7 -0.4 -0.7
H 2.708 6.295 -0.072 -1.8 0.0 0.7
H 1.488 7.513 0.618 0.3 -1.7 -0.3
H 1.388 5.721 1.187 0.6 1.1 -1.2
H 0.943 -2.883 -5.723 0.7 -1.1 1.0
H 2.227 -4.236 -5.720 -1.1 0.8 0.7
H 0.251 -5.781 -4.564 0.1 1.2 -0.9
H 0.223 -5.339 -6.363 -0.2 0.7 1.7
H -0.902 -4.476 -5.162 1.5 -0.4 -0.2
C 3.682 -8.605 -3.450 0.0 0.5 -0.2
N 3.052 -7.543 -2.696 -0.2 -0.1 0.4
C 2.527 -7.595 -1.441 -0.1 0.6 -0.1
C 2.586 -8.905 -0.702 0.0 -0.1 0.2
O 2.027 -6.592 -0.949 0.1 -0.2 0.1
H 4.700 -8.294 -3.696 0.0 -0.3 -0.1
H 3.120 -8.749 -4.376 0.2 -0.2 0.0
H 3.713 -9.541 -2.897 0.0 0.1 0.0
H 2.974 -6.631 -3.126 0.0 -0.1 0.0
H 2.129 -8.785 0.281 0.0 0.1 -0.2
H 2.032 -9.670 -1.250 0.2 -0.1 0.0
H 3.625 -9.212 -0.565 -0.1 -0.2 -0.1
C 6.356 2.703 -4.582 0.4 0.3 -0.1
N 6.226 4.068 -5.045 -0.3 0.1 -0.1
C 5.090 4.742 -5.377 0.2 0.5 -0.2
C 3.778 4.015 -5.264 0.0 0.1 0.0
O 5.160 5.905 -5.754 0.0 -0.2 0.1
H 6.835 2.718 -3.601 -0.1 -0.3 0.0
H 6.998 2.163 -5.283 -0.1 -0.3 0.1
H 5.395 2.200 -4.509 0.1 0.1 0.0
H 7.065 4.622 -5.147 -0.1 -0.1 0.0
H 2.968 4.680 -5.562 0.2 0.0 0.1
H 3.773 3.146 -5.926 -0.1 -0.1 0.2
H 3.609 3.705 -4.231 -0.1 -0.2 -0.1
C -3.859 -6.033 5.786 0.4 0.3 -0.1
N -4.086 -4.748 5.160 -0.4 0.1 -0.1
C -5.271 -4.163 4.841 0.3 0.4 -0.2
C -6.538 -4.909 5.160 -0.2 0.0 0.0
O -5.282 -3.060 4.309 -0.2 -0.4 0.4
H -3.304 -5.869 6.713 -0.1 -0.3 0.1
H -3.253 -6.641 5.111 -0.1 -0.2 0.2
H -4.788 -6.553 6.008 0.1 0.1 -0.1
H -3.282 -4.186 4.914 -0.1 -0.1 0.0
H -7.396 -4.314 4.846 0.2 0.0 0.0
H -6.561 -5.859 4.622 0.0 0.0 0.2
H -6.612 -5.081 6.236 0.0 -0.2 -0.1
C -2.152 8.808 0.140 0.1 -0.5 0.1
N -2.635 8.173 1.347 -0.2 0.3 0.2
C -3.437 8.697 2.315 0.0 -0.6 0.4
C -3.907 10.117 2.151 -0.1 0.1 0.1
O -3.753 8.014 3.280 0.0 0.2 -0.2
H -2.496 8.222 -0.715 0.1 0.2 -0.2
H -1.060 8.799 0.163 0.0 0.2 -0.2
H -2.504 9.833 0.043 0.0 -0.1 0.1
H -2.362 7.217 1.528 0.0 0.1 0.0
H -4.535 10.389 3.000 0.1 -0.2 -0.1
H -3.052 10.795 2.123 -0.1 0.0 -0.2
H -4.499 10.214 1.239 0.1 0.1 0.0
C 2.639 2.103 5.148 0.5 -0.1 -0.1
N 2.375 1.805 3.756 -0.7 -0.1 -0.2
C 1.174 1.661 3.136 0.6 0.0 -0.4
C -0.073 1.825 3.964 -0.2 0.0 0.0
O 1.131 1.405 1.937 -0.1 0.2 0.1
H 3.217 3.029 5.196 -0.1 0.0 0.3
H 3.235 1.288 5.565 -0.2 0.3 0.1
H 1.724 2.217 5.727 0.0 0.0 -0.2
H 3.163 1.680 3.135 -0.1 0.0 0.1
H -0.948 1.681 3.330 0.2 0.0 0.0
H -0.096 1.078 4.760 0.0 0.2 0.1
H -0.114 2.831 4.386 0.0 -0.1 0.2
C 4.872 -3.195 8.099 0.2 0.3 0.3
N 4.859 -1.815 7.662 -0.2 0.1 -0.5
C 4.411 -1.308 6.483 0.2 0.4 0.2
C 3.847 -2.266 5.469 -0.1 0.0 -0.2
O 4.475 -0.102 6.273 0.1 -0.4 0.0
H 4.286 -3.269 9.018 0.0 -0.3 0.0
H 5.905 -3.477 8.313 -0.1 -0.3 0.0
H 4.459 -3.868 7.351 0.0 0.2 0.0
H 5.223 -1.110 8.289 0.0 -0.1 -0.1
H 3.533 -1.712 4.584 0.1 0.0 0.2
H 4.608 -2.990 5.171 -0.2 -0.1 0.0
H 2.976 -2.780 5.882 0.1 -0.1 -0.1
```
Forces are in eV/Å.

Electronic energy (Eh): -4510.7399
SMILES: CCOP(=O)(CCCc1c2c(c(CCCF)c([C@@H](C)CC)c1[C@@H](I)[C@@H](C)I)C(=O)N([C@@H](Cl)CC)C2=O)OCC.CNC(C)=O.CNC(C)=O.CNC(C)=O.CNC(C)=O.CNC(C)=O.CNC(C)=O

Mulliken population analysis, charges in e, atoms 1 to 8: atom 1 (C): -1.15, atom 2 (C): 0.06, atom 3 (O): -0.28, atom 4 (P): 0.76, atom 5 (O): -0.79, atom 6 (C): -0.77, atom 7 (C): -0.18, atom 8 (C): -0.07

=====

We obtain HOMO-LUMO gap values of 5.7; 7.8 eV for the records listed above, in that order.
We obtain energy relative to the best compared isomer or geometry (same formula, charge and spin) values of 470.1; 949.1 kJ/mol for the records listed above, in that order.
We obtain E_HOMO values of -0.4171; -0.3186 hartree for the records listed above, in that order.